The following is a DFT calculation (ωB97M-V/def2-TZVPD) of C31H25Br2N2O6PbS as an isolated structure.

Summary:
E_LUMO (alpha / beta)   -5.18 / -5.24 eV
Total energy   -203979.7484 eV
Orbital gap (alpha / beta)   5.5 / 5.5 eV
Net charge   +1
ΔE to the lowest compared entry with this formula, charge and spin   7.5 kcal per mole
HOMO (alpha / beta)   -10.70 / -10.70 eV

CARTESIAN COORDINATES (ANGSTROEM)
Pb  0.1324  -0.2531  -0.8079
C  -2.3743  -3.1654  2.2352
C  -1.1311  -2.4883  1.7392
O  -1.2243  -1.5192  1.0071
C  0.2017  -3.0087  2.1784
C  0.3302  -3.6108  3.4002
C  1.5834  -4.0441  3.8775
C  2.7410  -3.8877  3.1073
C  2.6584  -3.3151  1.8689
C  1.3875  -2.8641  1.3339
O  1.3341  -2.4151  0.1745
H  -3.2127  -2.8203  1.6350
H  -2.5515  -2.8984  3.2796
H  -2.2858  -4.2500  2.1802
H  -0.5376  -3.7479  4.0314
H  1.6453  -4.5018  4.8551
H  3.6925  -4.2276  3.4923
H  3.5200  -3.1834  1.2290
Br  0.7994  1.1033  -3.6833
C  2.1944  -0.2360  -3.8844
Br  1.6178  -2.0044  -3.3934
H  3.0131  0.0565  -3.2394
H  2.4602  -0.2425  -4.9329
O  3.0615  0.9991  -0.7223
S  2.8096  1.9632  0.3135
O  3.3580  1.7626  1.6250
N  1.1440  1.9909  0.3817
C  0.4456  2.6136  1.3017
C  0.9610  3.4871  2.3143
C  0.1176  4.1823  3.1547
C  -1.2561  4.0393  3.0503
C  -1.8314  3.1507  2.1036
C  -3.2268  2.9768  1.9984
C  -3.7156  2.0887  1.0849
C  -2.8160  1.3586  0.2919
N  -1.5031  1.5142  0.3659
C  -1.0080  2.4105  1.2450
C  3.2377  3.5580  -0.2671
C  2.8096  3.9381  -1.5355
C  3.1486  5.1957  -2.0023
C  3.9148  6.0464  -1.2137
C  4.3465  5.6486  0.0428
C  4.0069  4.3944  0.5292
H  2.0284  3.6041  2.4035
H  0.5327  4.8505  3.8963
H  -1.9130  4.6024  3.7009
H  -3.8864  3.5462  2.6412
H  -4.7763  1.9203  0.9667
H  -3.1605  0.5915  -0.3938
H  2.2285  3.2558  -2.1419
H  2.8236  5.5120  -2.9840
H  4.1836  7.0253  -1.5877
H  4.9534  6.3120  0.6434
H  4.3459  4.0564  1.4990
O  -3.3849  -1.3028  -1.0891
C  -2.5650  -1.6875  -1.9154
O  -1.4303  -1.0964  -2.1553
C  -2.8170  -2.9199  -2.7152
C  -1.8637  -3.9329  -2.7577
C  -2.0992  -5.0952  -3.4730
C  -3.2858  -5.2445  -4.1792
C  -4.2351  -4.2324  -4.1517
C  -4.0070  -3.0822  -3.4136
H  -0.9269  -3.8004  -2.2270
H  -1.3581  -5.8834  -3.4903
H  -3.4694  -6.1460  -4.7482
H  -5.1593  -4.3452  -4.7026
H  -4.7569  -2.3024  -3.3711

Cartesian forces, eV/Å:
-0.237 -0.324 0.019
-0.031 -0.005 -0.015
0.071 -0.103 -0.029
0.215 0.148 0.017
-0.095 0.034 -0.047
0.119 -0.065 0.091
-0.101 0.022 -0.009
0.003 0.017 -0.041
-0.098 0.012 -0.001
-0.008 -0.022 0.005
0.003 -0.003 0.025
-0.001 0.002 -0.001
-0.005 0.010 0.009
0.012 -0.001 -0.004
-0.003 -0.003 0.003
-0.005 -0.003 0.004
0.005 0.007 0.002
0.013 -0.009 -0.008
0.047 -0.017 -0.084
-0.017 0.032 -0.020
0.073 0.122 -0.037
-0.006 -0.003 0.014
0.036 -0.009 0.024
0.036 -0.087 -0.071
-0.214 -0.023 0.169
0.025 -0.007 -0.070
0.084 0.050 0.096
0.044 0.163 0.121
-0.042 -0.112 -0.143
-0.096 -0.022 -0.019
0.059 0.031 0.028
-0.073 0.043 0.050
0.043 -0.002 -0.018
-0.067 -0.058 -0.068
0.097 -0.066 0.023
0.091 0.109 0.048
0.071 0.029 -0.046
0.077 0.096 -0.109
0.012 0.033 0.051
-0.005 -0.002 -0.003
-0.001 0.011 -0.013
0.006 0.000 0.016
-0.036 -0.002 -0.029
0.054 -0.014 -0.005
0.013 0.003 -0.001
-0.012 -0.007 0.001
-0.002 0.001 0.008
-0.001 0.000 0.002
-0.073 -0.043 -0.020
0.003 -0.009 -0.006
0.000 -0.003 -0.006
-0.001 0.005 0.002
0.006 -0.001 0.006
0.000 -0.009 0.008
-0.101 -0.002 -0.199
-0.034 0.299 0.383
0.003 -0.059 0.057
0.020 -0.372 -0.295
0.162 0.144 0.021
-0.081 -0.040 -0.051
0.022 0.042 0.038
0.013 -0.077 -0.024
-0.108 0.108 0.146
-0.010 -0.003 -0.001
0.023 0.001 0.013
0.000 -0.006 -0.007
-0.010 0.015 -0.004
0.010 0.005 0.005